Density functional theory data (ωB97M-V/def2-TZVPD) for a 2-piece molecular cluster, HN2O3 overall at a distorted geometry.

The calculation puts the HOMO-LUMO gap (alpha / beta) at 7.9 / 8.5 eV. Its total charge is -1. The calculation puts the energy at -335.5974 a.u. The value obtained for the energy above the lowest of the compared OMol25 structures with the same formula, charge and spin is 81.3 kcal/mol.

Geometry as XYZ:
```
6
Properties=species:S:1:pos:R:3:forces:R:3
N -0.108912 0.904285 0.116880 -1.619 3.471 0.633
N 0.485826 -0.123507 0.079322 5.817 -0.008 -0.188
O 2.616264 -0.021761 0.029742 -1.716 0.091 0.070
O 0.144186 -1.258581 -0.048186 -2.036 -3.005 -0.267
O -1.526723 0.721914 0.125221 -0.451 -2.619 -1.470
H -1.610641 -0.222349 -0.302979 0.005 2.069 1.222
```
Positions in Å, forces in eV/Å.

Density functional theory data (ωB97M-V/def2-TZVPD) for a single C4H8O2 molecule at a distorted geometry.

Its SMILES is COC1COC1. The calculation puts the HOMO-LUMO gap at 10.6 eV. Its total charge is 0. The calculation puts the energy at -307.5604 a.u. The value obtained for the energy above the lowest of the compared OMol25 structures with the same formula, charge and spin is 95.4 kcal/mol.

Geometry as XYZ:
```
14
Properties=species:S:1:pos:R:3:forces:R:3
C 1.702016 0.204314 0.716903 0.342 -0.258 -0.002
O 0.895883 0.985278 -0.126516 0.856 -0.337 -0.998
C -0.248008 0.348724 -0.716582 1.037 0.687 0.470
C -0.790417 -1.104244 -0.768398 0.819 0.287 0.077
O -2.086188 -0.559750 -0.494496 0.416 1.584 1.314
C -1.243293 0.678560 0.284980 -2.152 -1.287 -0.655
H 1.161428 -0.614065 1.215923 0.034 0.222 -0.109
H 2.498382 -0.214740 0.101266 0.239 -0.281 0.254
H 2.141726 0.847058 1.489650 -0.134 -0.081 -0.241
H -0.456348 0.809194 -1.693274 0.269 -0.023 0.404
H -0.429016 -1.747447 0.051165 -0.112 0.187 -0.092
H -0.674440 -1.663130 -1.712206 -0.442 0.398 0.240
H -1.014517 0.260330 1.270360 -0.139 -0.056 -0.249
H -1.457213 1.769920 0.381221 -1.032 -1.041 -0.414
```
Positions in Å, forces in eV/Å.

Density functional theory data (ωB97M-V/def2-TZVPD) for a 11-piece molecular cluster, C11H44N22O11 overall at a distorted geometry.

Its SMILES is NC(N)=O.NC(N)=O.NC(N)=O.NC(N)=O.NC(N)=O.NC(N)=O.NC(N)=O.NC(N)=O.NC(N)=O.NC(N)=O.NC(N)=O. The calculation puts the HOMO-LUMO gap at 9.5 eV. Its total charge is 0. The calculation puts the energy at -2478.3036 a.u. The value obtained for the energy above the lowest of the compared OMol25 structures with the same formula, charge and spin is 14.2 kcal/mol.

Geometry as XYZ:
```
88
Properties=species:S:1:pos:R:3:forces:R:3
N 2.061144 1.398409 1.516940 -1.736 -2.771 -0.098
C 2.765297 0.462292 2.267702 0.087 -0.313 -0.644
N 4.013480 0.851933 2.658672 -0.686 -0.417 -0.144
O 2.298044 -0.685023 2.526121 0.297 1.563 -0.178
H 2.608183 2.051850 1.022403 0.615 0.878 -0.385
H 1.292227 0.942114 0.911164 1.387 0.945 1.183
H 4.380585 1.751163 2.334263 -0.077 -0.306 0.398
H 4.545891 0.180919 3.196845 -0.092 0.393 -0.198
N 2.410119 4.863865 1.663117 2.378 -1.107 -0.183
C 3.523962 4.206170 1.081304 -2.131 0.478 -1.484
N 3.588956 4.228839 -0.286656 -2.402 2.439 1.580
O 4.310230 3.470465 1.605952 1.725 -0.888 2.690
H 1.813453 5.255604 0.978513 -0.962 0.846 -0.392
H 2.401821 5.207137 2.622765 0.240 -0.414 -0.715
H 4.192596 3.651208 -0.763182 1.345 -1.404 -0.938
H 2.866602 4.718622 -0.763805 -0.291 0.295 -0.742
N 1.002343 -4.367742 -3.554796 -1.846 -1.141 -1.712
C 0.455102 -5.077002 -2.541524 0.984 -1.177 0.430
N -0.479299 -6.094001 -2.889259 0.270 1.007 1.672
O 0.895516 -4.945029 -1.382991 -1.510 -0.186 -1.214
H 1.868715 -3.953558 -3.409120 1.746 1.080 0.720
H 0.925879 -4.772049 -4.485491 -0.215 0.295 0.325
H -1.053252 -6.200287 -3.718457 0.595 0.765 -0.090
H -1.024632 -6.259449 -2.052800 0.043 -0.454 -0.099
N 1.910902 0.207189 -2.975705 1.236 0.835 0.466
C 2.918300 1.183817 -3.041042 0.148 0.961 1.400
N 4.279592 0.696575 -3.143622 -2.229 1.440 -0.080
O 2.684664 2.412865 -2.886481 0.678 -2.970 -0.786
H 2.282146 -0.720617 -2.786441 -0.195 -0.025 -0.141
H 1.144071 0.464927 -2.347863 0.339 -0.039 -0.441
H 4.788300 1.308867 -3.767962 0.336 -0.287 0.263
H 4.467957 -0.292743 -3.187082 -0.334 -0.148 -0.543
N -3.739700 -2.853023 2.272386 0.140 1.572 -0.923
C -3.776832 -2.070764 1.155951 0.613 1.256 -1.168
N -4.239079 -2.512998 -0.024987 -1.855 -2.304 -0.724
O -3.318191 -0.891599 1.046253 -0.064 -0.407 1.737
H -3.280113 -2.291363 3.047383 -0.146 -1.219 -0.131
H -3.691459 -3.854469 2.114966 0.005 0.480 0.445
H -4.959925 -3.240583 -0.101443 0.725 0.215 0.570
H -4.403641 -1.822899 -0.755652 0.499 0.222 0.116
N -0.996508 -1.637992 -1.189643 3.668 -1.556 2.274
C -0.038189 -1.036203 -0.405093 0.996 -1.361 -0.708
N 1.033609 -1.829092 0.021885 -1.253 1.441 -0.255
O 0.001036 0.171589 -0.159965 -0.716 0.297 -0.158
H -1.712592 -1.245239 -1.626399 -3.568 3.294 -1.541
H -0.966393 -2.564739 -1.531317 0.949 -1.149 0.407
H 0.955720 -2.828445 -0.001490 0.034 -0.322 0.071
H 1.547597 -1.357939 0.780969 -0.178 -0.743 -0.186
N -4.688489 1.652926 2.524811 -0.585 -1.369 -1.067
C -3.718656 2.615301 2.418911 -1.705 0.654 0.238
N -2.448511 2.295322 2.227639 2.265 -1.580 -0.601
O -4.027263 3.783861 2.519059 -0.324 1.296 0.228
H -5.593928 2.054461 2.314746 0.133 0.180 0.327
H -4.600035 0.778874 1.988283 0.597 0.355 0.613
H -2.044353 1.375304 2.239600 -0.529 -0.610 0.125
H -1.785684 2.958207 2.542895 0.297 0.889 0.311
N 3.706034 -3.954544 -0.775332 0.713 1.745 0.114
C 3.916567 -2.735541 -1.445370 0.868 -0.911 1.339
N 4.526756 -1.767971 -0.597674 -0.504 -1.380 -3.839
O 3.738424 -2.550194 -2.660125 -0.200 -0.078 1.469
H 4.011644 -4.041982 0.199658 -0.303 0.138 -0.923
H 3.205340 -4.731124 -1.162128 -0.319 0.175 -0.297
H 4.684787 -0.917876 -1.118236 -0.030 0.294 0.683
H 4.321556 -1.767509 0.351837 -0.428 0.306 1.681
N -0.381924 -1.073435 4.966504 2.099 -0.045 2.494
C -1.285961 -1.099392 3.994737 -1.129 0.414 -0.499
N -0.989534 -0.571697 2.783741 2.737 0.666 0.199
O -2.421399 -1.506657 4.170005 -1.325 -0.958 0.934
H -0.464236 -1.407182 5.963491 -0.667 0.479 -2.206
H 0.500055 -0.631664 4.778170 0.204 -0.053 -0.145
H 0.015127 -0.346829 2.574455 -1.498 -0.559 -0.072
H -1.664428 -0.817358 2.076864 -0.149 0.181 -0.578
N -1.460961 4.368913 0.008039 0.693 0.353 -0.155
C -0.181702 4.349957 -0.596943 -0.699 1.473 1.487
N 0.297574 3.211067 -1.135565 -1.345 -0.478 0.818
O 0.432265 5.431597 -0.565854 0.446 -0.840 -0.876
H -1.670311 3.612968 0.651890 -0.265 -0.002 -0.317
H -1.621719 5.315611 0.411395 0.228 -1.332 -0.363
H 1.136439 3.253215 -1.657932 0.930 -0.103 -0.488
H -0.104738 2.291363 -0.927498 0.093 0.679 -0.218
N -4.345691 1.097131 -1.173299 0.049 -1.846 -0.844
C -4.607677 0.317070 -2.290923 -1.461 0.140 1.394
N -5.134046 0.957581 -3.401760 0.797 -0.932 0.166
O -4.574132 -0.913933 -2.210801 0.549 0.513 -0.829
H -3.894794 0.616206 -0.385834 -0.166 0.149 -0.427
H -4.194202 2.058002 -1.290188 0.328 1.326 -0.026
H -5.596170 1.827305 -3.270692 -0.169 0.550 0.063
H -5.546291 0.331060 -4.085858 0.185 0.234 0.343
```
Positions in Å, forces in eV/Å.

Density functional theory data (ωB97M-V/def2-TZVPD) for C29H45N7O7RbS as an isolated structure at a distorted geometry.

The calculation puts the HOMO-LUMO gap at 7.0 eV. Its total charge is -1. The calculation puts the energy at -2464.4614 a.u.

Geometry as XYZ:
```
90
Properties=species:S:1:pos:R:3:forces:R:3
Rb 3.406152 -1.151109 0.535865 0.299 -0.786 -0.607
C 0.719331 4.437527 -1.867301 0.048 -0.002 -0.025
C 0.762007 3.729272 -0.510929 0.003 -0.033 -0.038
C 2.134155 3.957884 0.137324 -0.015 0.119 0.116
C 2.263448 3.681116 1.651628 0.060 0.005 -0.109
C 3.739599 3.588568 2.023084 -0.011 0.085 -0.062
C 1.592778 4.818366 2.424392 -0.007 0.049 -0.021
N 1.626444 2.336289 1.989482 0.000 -0.023 0.098
C 1.133099 2.203620 3.389831 -0.083 -0.013 -0.045
C 0.109691 1.097572 3.586632 -0.045 0.051 0.030
N 0.574884 -0.238782 3.262354 -0.061 0.070 0.059
C 1.713941 -0.632240 4.124728 0.078 0.025 -0.114
C 3.013503 -0.712454 3.304302 -0.186 0.087 0.376
O 3.430472 0.376590 2.821896 -0.034 0.270 0.040
O 3.508001 -1.833937 3.094349 -0.043 -0.210 0.424
C -0.475474 -1.288168 3.331702 0.067 0.164 -0.062
C 0.033312 -2.494368 2.560833 -0.113 -0.253 -0.023
C -1.910787 -0.859778 2.972906 0.009 0.055 0.062
C -2.375649 -0.491645 1.544456 -0.119 0.020 0.026
C -2.731327 -1.752808 0.740183 -0.007 -0.023 0.031
C -3.667713 0.320441 1.728490 0.006 -0.041 -0.054
N -1.371127 0.369613 0.903530 0.139 -0.064 0.045
C -1.629156 0.786330 -0.468495 0.047 -0.004 -0.047
C -1.087182 2.182304 -0.736582 -0.049 0.022 -0.020
N 0.365089 2.297114 -0.566727 0.002 0.051 0.021
C 1.056417 1.547861 -1.632998 0.095 0.205 0.036
C 2.595869 1.525076 -1.470859 -0.188 0.035 -0.189
O 3.286152 1.868042 -2.434237 -0.086 0.003 -0.056
O 3.000248 1.151423 -0.332809 -0.131 0.449 0.086
H 0.809282 5.515320 -1.724471 -0.002 0.016 0.008
H -0.218002 4.248401 -2.391662 0.009 0.004 0.008
H 1.543822 4.109064 -2.502652 -0.003 -0.008 0.012
H 0.012711 4.204193 0.133511 -0.019 -0.022 0.003
H 2.355266 5.022877 0.018128 -0.004 -0.001 0.012
H 2.919977 3.441457 -0.401845 -0.016 -0.085 -0.016
H 4.230204 4.532827 1.777745 -0.012 -0.019 -0.008
H 4.212696 2.788698 1.453833 0.014 -0.028 0.018
H 3.879404 3.398798 3.088134 -0.021 -0.044 0.011
H 2.011329 5.758244 2.065630 -0.002 -0.010 -0.034
H 1.783433 4.776533 3.496493 0.021 -0.030 -0.023
H 0.513185 4.851698 2.262602 -0.004 0.009 -0.002
H 0.913330 2.118198 1.253109 0.057 -0.023 0.035
H 2.356880 1.600828 1.885621 -0.085 0.016 -0.035
H 0.634856 3.127489 3.669231 -0.011 -0.081 0.030
H 2.014859 2.072355 4.013314 0.021 -0.018 0.010
H -0.742817 1.344894 2.957512 -0.026 -0.091 -0.049
H -0.223598 1.169886 4.640302 0.044 0.029 -0.015
H 1.516275 -1.599053 4.586570 0.045 0.007 -0.021
H 1.837221 0.094988 4.934972 0.026 0.010 0.001
H -0.566699 -1.587270 4.389960 -0.014 -0.024 0.006
H 0.189598 -2.258680 1.507677 -0.016 0.063 -0.052
H -0.681654 -3.319480 2.617991 0.059 0.012 0.007
H 0.990796 -2.833557 2.959210 -0.029 -0.015 -0.030
H -2.188279 -0.039545 3.641072 0.046 -0.006 -0.027
H -2.545606 -1.694164 3.286498 0.037 -0.022 0.011
H -3.563211 -2.275788 1.216748 0.000 0.002 -0.006
H -1.904954 -2.457254 0.673467 0.065 0.009 -0.012
H -3.052939 -1.502393 -0.272103 0.014 0.022 -0.010
H -4.376292 -0.240854 2.340495 0.015 -0.001 0.011
H -4.163469 0.530242 0.780323 0.008 -0.014 -0.004
H -3.449275 1.267717 2.224399 0.013 0.015 0.003
H -0.446718 -0.042715 0.992150 -0.030 0.053 -0.001
H -2.704164 0.810224 -0.640665 -0.023 0.095 0.011
H -1.241374 0.085537 -1.217203 -0.033 0.015 0.051
H -1.558381 2.871164 -0.030116 -0.038 -0.034 0.028
H -1.399299 2.483869 -1.748633 0.029 -0.013 -0.005
H 0.790306 1.942882 -2.620449 0.065 -0.014 0.012
H 0.715356 0.513474 -1.598284 0.049 -0.051 0.047
O -4.916299 -2.887113 -4.206647 -0.029 -0.156 -0.156
S -4.934604 -4.130158 -4.960866 -0.034 0.253 -0.113
O -5.434335 -4.027799 -6.319861 0.034 0.057 0.214
O -5.413996 -5.280052 -4.214728 0.093 -0.092 0.015
C -3.159522 -4.504559 -5.200388 -0.152 -0.125 0.057
N -2.820111 -5.306453 -6.209595 -0.066 -0.070 -0.152
C -1.529879 -5.542807 -6.368462 0.140 0.044 0.055
C -0.549401 -5.000560 -5.545328 -0.179 0.000 0.026
C -1.010984 -4.215699 -4.496968 -0.083 -0.137 -0.220
N -2.310011 -3.982585 -4.331722 0.128 0.127 0.101
C -0.124849 -3.579724 -3.491131 0.124 0.111 0.188
C 1.266410 -3.627516 -3.545963 -0.130 0.026 0.000
C 2.001429 -2.985487 -2.563920 0.049 -0.059 -0.079
N 1.457104 -2.325127 -1.545305 0.203 -0.010 0.079
C 0.127365 -2.289554 -1.498185 -0.109 0.092 -0.004
C -0.701470 -2.881695 -2.431680 0.116 -0.014 0.018
H -1.256626 -6.195418 -7.192832 0.007 0.006 0.004
H 0.496349 -5.204344 -5.722245 0.014 0.007 0.029
H 1.788426 -4.139574 -4.342198 -0.022 -0.007 -0.014
H 3.086576 -3.001531 -2.608505 -0.027 0.005 0.016
H -0.304306 -1.734885 -0.672216 0.025 -0.067 0.017
H -1.777486 -2.808181 -2.356887 -0.023 -0.028 -0.046
```
Positions in Å, forces in eV/Å.

Copy entry 1 word for word.
Density functional theory data (ωB97M-V/def2-TZVPD) for a 2-piece molecular cluster, HN2O3 overall at a distorted geometry.

The calculation puts the HOMO-LUMO gap (alpha / beta) at 7.9 / 8.5 eV. Its total charge is -1. The calculation puts the energy at -335.5974 a.u. The value obtained for the energy above the lowest of the compared OMol25 structures with the same formula, charge and spin is 81.3 kcal/mol.

Geometry as XYZ:
```
6
Properties=species:S:1:pos:R:3:forces:R:3
N -0.108912 0.904285 0.116880 -1.619 3.471 0.633
N 0.485826 -0.123507 0.079322 5.817 -0.008 -0.188
O 2.616264 -0.021761 0.029742 -1.716 0.091 0.070
O 0.144186 -1.258581 -0.048186 -2.036 -3.005 -0.267
O -1.526723 0.721914 0.125221 -0.451 -2.619 -1.470
H -1.610641 -0.222349 -0.302979 0.005 2.069 1.222
```
Positions in Å, forces in eV/Å.